Record 1
Here is C52H51CrF3N2O6S3 as an isolated structure in a non-equilibrium geometry from OMol25. Energies are from wB97M-V/def2-TZVPD.

Last column: Löwdin charge in e.
Geometry (Å):
Cr 0.523 -0.211 0.378  0.733
O -1.479 -0.436 -0.672  -0.529
S -2.708 -1.279 -0.590  1.033
C -3.906 -0.578 -1.781  -0.303
C -3.630 0.845 -2.261  -0.238
C -2.627 0.941 -3.405  -0.235
C -2.519 2.370 -3.941  -0.316
S -1.310 3.407 -3.032  0.966
O -1.165 2.793 -1.692  -0.485
C 0.168 2.994 -3.956  -0.376
C 1.013 2.020 -3.457  -0.051
C 2.208 1.771 -4.118  -0.042
C 2.530 2.475 -5.269  -0.084
C 1.667 3.446 -5.765  -0.102
C 0.485 3.721 -5.096  -0.106
C -3.563 -0.783 0.913  -0.373
C -4.609 -1.560 1.396  -0.102
C -5.236 -1.187 2.576  -0.106
C -4.800 -0.059 3.265  -0.090
C -3.742 0.695 2.780  -0.033
C -3.112 0.335 1.592  -0.036
H -4.872 -0.634 -1.277  0.082
H -3.915 -1.288 -2.611  0.083
H -3.280 1.476 -1.441  0.109
H -4.593 1.245 -2.598  0.112
H -2.941 0.298 -4.234  0.114
H -1.661 0.569 -3.055  0.105
H -3.467 2.904 -3.842  0.077
H -2.228 2.382 -4.993  0.082
H 0.764 1.505 -2.537  0.094
H 2.894 1.045 -3.708  0.106
H 3.472 2.284 -5.770  0.098
H 1.929 4.006 -6.655  0.093
H -0.178 4.505 -5.445  0.101
H -4.913 -2.458 0.869  0.109
H -6.048 -1.787 2.968  0.092
H -5.279 0.222 4.195  0.098
H -3.376 1.558 3.323  0.108
H -2.258 0.899 1.235  0.082
N 0.809 -1.992 -0.661  -0.376
S 2.001 -2.631 -1.520  1.029
C 2.754 -3.828 -0.387  -0.362
C 2.137 -4.202 0.797  -0.071
C 2.736 -5.161 1.608  -0.098
C 3.956 -5.720 1.256  -0.121
C 4.575 -5.330 0.071  -0.108
C 3.971 -4.394 -0.753  -0.093
C 1.449 -3.672 -2.749  -0.475
C 1.908 -3.492 -4.091  -0.155
C 1.551 -4.366 -5.080  -0.166
C 0.715 -5.485 -4.811  -0.166
C 0.262 -5.665 -3.492  -0.163
C 0.600 -4.807 -2.476  -0.121
H 0.075 -2.663 -0.437  -0.006
H 1.189 -3.753 1.070  0.089
H 2.244 -5.463 2.525  0.099
H 4.423 -6.459 1.896  0.088
H 5.526 -5.765 -0.215  0.092
H 4.428 -4.106 -1.692  0.109
H 2.547 -2.650 -4.318  0.085
H 1.910 -4.191 -6.089  0.076
H 0.427 -6.169 -5.598  0.057
H -0.384 -6.508 -3.263  0.082
H 0.212 -4.966 -1.476  0.092
C -1.422 -2.577 3.441  0.011
C -0.970 -2.341 2.009  -0.693
O -1.235 -3.182 1.141  -0.045
O -0.389 -1.218 1.835  -0.153
H -1.511 -3.644 3.638  0.071
H -2.407 -2.118 3.560  0.070
H -0.747 -2.098 4.148  0.075
F 1.919 3.322 -0.813  0.161
C 2.967 2.625 -0.382  -0.536
F 4.077 3.295 -0.762  0.120
F 2.961 2.637 0.966  0.135
C 2.975 1.158 -0.910  -0.572
O 4.049 0.711 -1.282  0.060
O 1.848 0.580 -0.906  -0.142
C 0.057 1.432 1.343  -0.102
C -0.341 2.408 1.972  -0.162
C -0.806 3.536 2.689  -0.204
C -1.196 3.322 4.060  -0.202
C -0.785 2.150 4.751  -0.057
C -1.158 1.892 6.055  -0.136
C -1.975 2.772 6.767  -0.164
C -2.425 3.909 6.103  -0.145
C -2.060 4.176 4.795  -0.076
C -0.843 4.806 1.995  -0.173
C -0.777 4.840 0.579  -0.042
C -0.781 6.026 -0.126  -0.116
C -0.845 7.259 0.525  -0.155
C -0.878 7.254 1.914  -0.143
C -0.873 6.069 2.632  -0.072
H -0.166 1.441 4.214  0.096
H -0.804 0.982 6.531  0.084
H -2.261 2.568 7.792  0.068
H -3.094 4.598 6.610  0.082
H -2.477 5.046 4.307  0.086
H -0.702 3.897 0.050  0.061
H -0.727 5.990 -1.210  0.079
H -0.847 8.188 -0.033  0.071
H -0.891 8.195 2.456  0.081
H -0.848 6.119 3.711  0.085
C 4.262 -0.337 4.108  -0.033
C 4.451 -0.844 2.673  -0.562
C 4.865 -2.318 2.659  -0.034
C 5.471 0.018 1.917  -0.027
C 3.164 -0.701 1.978  -0.033
N 2.176 -0.499 1.446  0.205
H 5.223 -0.383 4.624  0.085
H 3.543 -0.953 4.650  0.090
H 3.907 0.693 4.116  0.096
H 5.822 -2.416 3.176  0.087
H 4.975 -2.689 1.639  0.084
H 4.127 -2.941 3.165  0.086
H 6.445 -0.102 2.397  0.086
H 5.188 1.070 1.942  0.090
H 5.541 -0.281 0.871  0.089

Its energy relative to the best compared isomer or geometry (same formula, charge and spin) is 27.9 kcal per mole. The highest occupied orbital energy (alpha / beta) is 0.3792 / -0.2531 eV. Its total charge is -2. Its gap between HOMO and LUMO (alpha / beta) is 3.378 / 4.009 eV. Its spin multiplicity is 5. Its LUMO energy (alpha / beta) is 3.758 / 3.756 eV. The total energy is -5111.668931 Eh.

Record 2
Here is C52H52As2N4O2S3SbV as an isolated structure in a non-equilibrium geometry from OMol25. Energies are from wB97M-V/def2-TZVPD.

Last column: Löwdin charge in e.
Geometry (Å):
V -1.252 -0.419 1.274  -0.037
S -1.884 -0.104 3.426  0.666
C -0.876 1.169 4.043  -0.671
C -1.181 1.813 5.237  -0.055
C -0.402 2.868 5.703  -0.199
C -0.770 3.528 6.908  -0.198
N -1.106 4.032 7.887  0.148
C 0.735 3.270 4.968  -0.202
C 1.059 2.612 3.788  -0.063
C 0.256 1.585 3.303  -0.645
S 0.547 0.863 1.747  0.545
C 1.512 4.370 5.426  -0.196
N 2.124 5.268 5.805  0.152
H -2.058 1.505 5.791  0.113
H 1.927 2.919 3.219  0.113
C -5.890 -5.440 -3.081  -0.053
C -5.250 -4.234 -2.449  -0.268
C -6.001 -3.096 -2.171  -0.034
C -5.448 -2.031 -1.477  -0.052
C -4.126 -2.099 -1.077  -0.276
C -3.357 -3.212 -1.366  -0.038
C -3.914 -4.274 -2.054  -0.018
S -3.419 -0.898 0.042  0.561
O -2.979 -1.714 1.170  -0.405
O -4.424 0.095 0.310  -0.281
N -2.075 -0.312 -0.582  -0.231
C -2.005 0.118 -1.886  -0.414
C -3.128 0.218 -2.738  -0.033
C -2.927 0.416 -4.084  -0.077
C -1.632 0.576 -4.569  -0.090
C -0.611 0.610 -3.639  -0.158
N -0.777 0.391 -2.340  0.099
H -6.794 -5.170 -3.626  0.073
H -6.164 -6.150 -2.298  0.085
H -5.204 -5.945 -3.761  0.076
H -7.038 -3.049 -2.481  0.111
H -6.032 -1.156 -1.220  0.116
H -2.338 -3.248 -1.009  0.076
H -3.314 -5.153 -2.257  0.105
H -4.119 0.168 -2.318  0.093
H -3.773 0.458 -4.759  0.106
H -1.434 0.700 -5.625  0.092
H 0.413 0.806 -3.945  0.101
C 1.523 -2.037 -1.018  -0.392
C 2.170 -0.662 -1.226  -0.450
As 3.561 -0.051 0.045  1.296
C 5.114 -0.606 -1.098  -0.362
C 5.390 -1.970 -1.210  -0.130
C 6.439 -2.437 -1.987  -0.102
C 7.253 -1.541 -2.662  -0.110
C 7.013 -0.180 -2.542  -0.095
C 5.957 0.280 -1.766  -0.101
C 3.636 1.818 -0.534  -0.431
C 4.384 2.687 0.258  -0.140
C 4.574 4.009 -0.109  -0.094
C 4.016 4.484 -1.288  -0.099
C 3.247 3.638 -2.070  -0.088
C 3.058 2.314 -1.695  -0.108
As 0.212 -2.280 0.469  1.317
C 0.011 -4.217 0.056  -0.329
C -0.346 -4.642 -1.225  -0.145
C -0.531 -5.985 -1.511  -0.101
C -0.350 -6.939 -0.520  -0.097
C 0.024 -6.534 0.752  -0.084
C 0.189 -5.188 1.039  -0.087
C 1.442 -2.550 1.973  -0.405
C 2.804 -2.784 1.834  -0.151
C 3.624 -2.906 2.947  -0.088
C 3.082 -2.805 4.218  -0.091
C 1.722 -2.581 4.371  -0.073
C 0.907 -2.459 3.257  -0.136
H 2.286 -2.816 -0.941  0.053
H 0.924 -2.255 -1.907  0.051
H 1.382 0.091 -1.191  0.018
H 2.621 -0.643 -2.222  0.071
H 4.770 -2.680 -0.670  0.076
H 6.628 -3.502 -2.055  0.097
H 8.071 -1.901 -3.273  0.094
H 7.655 0.528 -3.052  0.098
H 5.788 1.346 -1.682  0.089
H 4.824 2.311 1.177  0.096
H 5.158 4.670 0.521  0.100
H 4.180 5.512 -1.587  0.097
H 2.801 4.006 -2.987  0.100
H 2.459 1.672 -2.327  0.082
H -0.479 -3.913 -2.018  0.097
H -0.806 -6.290 -2.514  0.101
H -0.495 -7.989 -0.742  0.097
H 0.198 -7.275 1.523  0.101
H 0.479 -4.883 2.037  0.096
H 3.241 -2.868 0.848  0.049
H 4.687 -3.066 2.815  0.101
H 3.721 -2.894 5.088  0.098
H 1.297 -2.483 5.362  0.105
H -0.154 -2.269 3.378  0.057
C 0.021 5.374 1.589  -0.198
C -0.703 5.210 0.258  -0.460
Sb -1.121 3.133 -0.303  1.391
C -2.731 3.634 -1.732  -0.442
C -3.021 5.103 -2.016  -0.211
C -2.553 2.824 1.306  -0.437
C -3.445 4.010 1.656  -0.168
H 0.080 6.431 1.863  0.066
H 1.037 4.982 1.537  0.057
H -0.503 4.846 2.390  0.048
H -0.097 5.624 -0.551  0.034
H -1.648 5.753 0.285  0.025
H -3.627 3.140 -1.345  0.042
H -2.462 3.132 -2.664  0.017
H -3.316 5.641 -1.116  0.042
H -3.837 5.198 -2.739  0.059
H -2.147 5.606 -2.432  0.060
H -1.977 2.530 2.180  0.001
H -3.154 1.968 1.005  0.011
H -2.876 4.780 2.179  0.057
H -4.257 3.686 2.313  0.069
H -3.897 4.451 0.764  0.047

Its energy relative to the best compared isomer or geometry (same formula, charge and spin) is 33.3 kcal per mole. The highest occupied orbital energy (alpha / beta) is -4.2438 / -4.7510 eV. Its total charge is -1. Its gap between HOMO and LUMO (alpha / beta) is 6.226 / 6.733 eV. Its spin multiplicity is 4. Its LUMO energy (alpha / beta) is 1.982 / 1.982 eV. The total energy is -9232.662089 Eh.